95
Properties=species:S:1:pos:R:3:forces:R:3:mulliken_spin:R:1 method="wB97M-V/def2-TZVPD" mol_weight_g_mol=714.01 max_force_ev_per_a=0.22 total_charge=0 multiplicity=4 e_tot_ha=-2962.186553
Tc -0.676986 0.511781 -0.293643 -0.08 0.14 0.04 2.4644
C 2.356819 0.724825 0.606830 -0.04 -0.03 0.06 0.0303
N 1.085129 0.304012 1.230531 0.07 -0.10 -0.03 -0.0286
C 0.733223 1.260960 2.309255 0.02 0.00 0.00 -0.0029
C -0.718752 1.110865 2.693074 0.00 0.01 0.05 0.0059
N -1.594941 1.568528 1.582425 0.05 -0.03 -0.02 -0.0428
C -2.984053 1.132874 1.868847 0.01 -0.03 0.00 0.0157
C -1.537965 3.031988 1.487044 0.02 0.04 -0.05 0.0484
C -2.099008 3.811731 2.494151 -0.01 0.02 0.02 -0.0106
C -2.046935 5.192843 2.440769 0.00 0.00 -0.01 0.0138
C -1.419446 5.810499 1.365804 0.00 -0.02 0.00 -0.0070
C -0.852244 5.042532 0.368206 -0.01 0.02 0.01 0.0147
C -0.899077 3.644962 0.411295 0.01 -0.01 -0.04 -0.0215
S -0.131876 2.735660 -0.884302 -0.02 -0.03 0.07 0.0786
C 1.198315 -1.055863 1.778802 0.00 0.03 -0.05 0.0304
C 2.301377 -1.397190 2.557578 0.01 0.01 0.00 -0.0018
C 2.434911 -2.666628 3.089571 0.03 0.02 0.01 0.0044
C 1.447344 -3.612086 2.844729 -0.02 -0.02 -0.01 -0.0012
C 0.342462 -3.274762 2.089891 0.01 -0.01 0.01 0.0089
C 0.188689 -1.990948 1.549789 -0.02 -0.01 -0.03 -0.0142
S -1.273612 -1.629884 0.650954 -0.06 0.04 0.03 -0.0081
H 3.161651 0.806390 1.340986 0.00 0.01 0.02 -0.0004
H 2.203897 1.695900 0.142139 -0.01 -0.01 0.02 -0.0026
H 2.625951 -0.000077 -0.154993 -0.01 0.01 0.05 -0.0042
H 0.915188 2.268657 1.929730 0.01 0.00 0.01 0.0003
H 1.379834 1.099154 3.177365 -0.01 0.01 0.01 -0.0013
H -0.932894 1.686402 3.599447 0.01 -0.01 -0.01 0.0002
H -0.955697 0.064200 2.887498 0.00 -0.01 0.00 -0.0053
H -3.283469 1.428545 2.877388 0.00 0.01 -0.01 0.0022
H -3.029804 0.050124 1.786640 0.00 -0.01 -0.01 -0.0065
H -3.651006 1.577070 1.136548 -0.01 -0.01 -0.01 -0.0001
H -2.587726 3.338645 3.335541 0.00 -0.01 0.00 0.0005
H -2.494335 5.780734 3.230717 0.00 0.00 0.00 0.0008
H -1.373500 6.890083 1.306756 0.00 0.01 0.00 -0.0003
H -0.359045 5.513372 -0.472567 0.00 0.00 0.00 0.0004
H 3.072589 -0.664991 2.755765 0.01 0.02 0.00 0.0001
H 3.302281 -2.915193 3.686062 0.01 0.00 0.00 0.0001
H 1.540053 -4.613463 3.245170 0.00 0.00 0.00 -0.0001
H -0.433980 -4.004805 1.899860 -0.01 0.00 0.00 -0.0001
C -5.771282 -1.592810 -2.277758 0.00 0.03 0.00 0.0072
Si -5.360469 0.230673 -2.180115 0.00 -0.01 0.04 -0.0012
C -6.541622 1.095287 -1.011858 0.01 0.00 -0.02 0.0049
C -5.471570 1.002421 -3.882686 0.01 0.00 0.02 0.0060
C -3.661150 0.413773 -1.528609 -0.05 0.05 -0.01 0.1942
C -2.523727 0.518994 -1.097115 0.02 -0.19 -0.10 -0.2447
H -6.780930 -1.749914 -2.664351 0.00 0.00 0.00 -0.0001
H -5.707047 -2.057053 -1.292127 0.00 0.00 0.01 0.0005
H -5.070848 -2.111915 -2.934916 0.01 0.00 -0.01 -0.0006
H -7.575098 1.005093 -1.353651 0.00 0.00 0.00 0.0005
H -6.301246 2.157586 -0.936861 0.00 0.01 0.00 -0.0006
H -6.477785 0.664642 -0.010610 0.00 0.00 0.00 0.0001
H -6.503987 1.013122 -4.239526 -0.01 0.00 0.00 -0.0002
H -4.873695 0.443449 -4.604784 0.02 -0.01 -0.01 0.0000
H -5.104513 2.030108 -3.868190 0.00 0.01 0.00 0.0001
C 1.570784 -3.075908 -4.429934 0.02 0.05 -0.03 0.0001
C 1.385646 -2.326582 -3.107297 -0.02 0.02 0.02 0.0466
C 2.717573 -2.332913 -2.340826 -0.02 0.02 0.00 -0.0079
C 0.416453 -3.132737 -2.226718 -0.01 -0.04 -0.02 0.0032
P 0.743464 -0.543767 -3.223652 -0.01 -0.12 -0.01 -0.0867
N 0.286782 -0.137489 -1.778956 0.14 0.15 0.09 0.4517
C -0.682389 -0.435472 -4.445191 0.00 -0.02 -0.01 0.0133
C -0.303156 -0.563464 -5.925525 -0.03 0.04 0.01 0.0016
C -1.682289 -1.546396 -4.083992 -0.01 0.04 -0.04 0.0149
C -1.408326 0.909186 -4.259999 -0.04 0.02 0.06 0.0295
C 2.123373 0.581205 -3.844061 0.03 -0.05 0.01 0.0366
C 1.543626 1.922558 -4.314822 0.01 0.04 0.03 -0.0012
C 2.942573 -0.005412 -5.001446 0.00 0.02 0.03 -0.0012
C 3.052828 0.929781 -2.671165 -0.06 0.06 -0.07 0.0111
H 2.017086 -4.048999 -4.205633 0.00 0.00 -0.01 -0.0014
H 2.228675 -2.568241 -5.133603 -0.01 0.01 0.00 0.0006
H 0.619411 -3.270481 -4.920953 -0.03 0.02 -0.05 0.0005
H 2.990346 -3.373878 -2.151218 0.00 0.00 0.00 0.0016
H 2.610494 -1.842474 -1.372600 0.00 0.01 0.02 0.0002
H 3.539420 -1.877717 -2.885988 0.04 0.04 -0.06 0.0000
H 0.911408 -4.069046 -1.952450 0.00 0.00 -0.01 -0.0007
H -0.505750 -3.391810 -2.738115 -0.02 0.01 0.01 -0.0005
H 0.160323 -2.599032 -1.314163 0.01 0.01 0.00 -0.0010
H 0.223539 -1.483151 -6.163565 0.05 -0.11 0.01 0.0003
H 0.297394 0.278134 -6.271514 -0.05 -0.07 0.00 0.0004
H -1.229011 -0.555851 -6.507938 0.00 -0.01 0.00 -0.0008
H -1.332538 -2.528271 -4.398340 0.01 -0.02 0.01 0.0015
H -2.615822 -1.348227 -4.617490 -0.01 0.00 0.00 -0.0011
H -1.905800 -1.562839 -3.016649 -0.01 0.03 0.00 -0.0027
H -0.910317 1.727944 -4.769533 -0.01 -0.01 0.00 -0.0012
H -1.541411 1.169996 -3.212517 0.00 0.01 -0.06 -0.0215
H -2.403443 0.813108 -4.700546 -0.03 0.00 0.01 -0.0036
H 1.035570 1.846650 -5.274233 0.03 0.02 0.05 -0.0002
H 2.378816 2.615855 -4.444981 0.00 0.01 0.01 0.0014
H 0.864273 2.355179 -3.579889 0.01 0.01 -0.01 -0.0030
H 2.324114 -0.300869 -5.848109 0.02 0.00 0.02 0.0001
H 3.545677 -0.859701 -4.705202 0.03 -0.05 0.05 0.0007
H 3.629740 0.768742 -5.353808 0.01 0.00 0.00 -0.0008
H 2.502002 1.484012 -1.911536 0.03 -0.03 -0.11 -0.0075
H 3.849954 1.573655 -3.052874 0.01 0.01 -0.01 0.0009
H 3.518587 0.067446 -2.204455 0.00 -0.01 -0.01 -0.0005

51
Properties=species:S:1:pos:R:3:forces:R:3:mulliken_spin:R:1 method="wB97M-V/def2-TZVPD" mol_weight_g_mol=457.14 max_force_ev_per_a=0.55 total_charge=+1 multiplicity=3 e_tot_ha=-2817.093336
Ni 0.122207 -0.097628 0.252072 0.25 -0.44 -0.22 1.7183
C 0.314525 2.162259 -1.500953 0.04 0.02 -0.01 -0.0151
N -0.180779 0.789840 -1.661294 -0.03 0.05 0.02 0.0792
C 0.658659 0.022875 -2.600241 -0.01 0.01 0.04 0.0157
C 0.560223 -1.449315 -2.294916 0.00 0.06 0.09 -0.0153
C 0.564302 -2.430982 -3.266955 0.02 -0.03 -0.01 0.0028
C 0.512864 -3.759785 -2.869171 0.01 0.01 -0.02 -0.0030
C 0.457026 -4.058974 -1.518764 0.00 -0.01 0.02 0.0042
C 0.447806 -3.016963 -0.607399 0.03 0.01 -0.01 -0.0018
N 0.497931 -1.741634 -0.990015 -0.05 0.02 -0.03 0.0562
C -1.607384 0.695841 -2.018223 0.02 0.03 -0.03 -0.0071
C -2.497341 0.470858 -0.818721 0.06 -0.06 0.01 0.0019
C -3.788484 0.959825 -0.755976 -0.03 -0.03 -0.01 0.0016
C -4.575738 0.628407 0.337554 0.01 0.01 -0.02 -0.0004
C -4.048507 -0.181390 1.329503 0.00 -0.01 -0.01 0.0020
C -2.741174 -0.612306 1.199969 -0.01 -0.03 -0.01 0.0014
N -1.983008 -0.295742 0.149599 0.09 0.06 0.15 0.0302
C 1.617665 2.158315 -0.726450 -0.03 0.03 -0.04 0.0051
C 2.458534 3.257413 -0.714918 0.01 -0.02 -0.03 0.0043
C 3.597173 3.215111 0.072450 0.02 -0.01 0.02 -0.0017
C 3.870195 2.073905 0.813117 0.01 0.03 -0.04 0.0028
C 2.987317 1.015148 0.736960 0.01 -0.04 -0.05 0.0016
N 1.889067 1.057587 -0.020314 -0.12 -0.09 0.20 0.0284
H -0.426223 2.729420 -0.933859 0.01 -0.03 0.03 -0.0017
H 0.452720 2.654205 -2.470911 -0.01 0.01 0.01 -0.0005
H 1.693726 0.330907 -2.449277 0.02 0.00 -0.05 -0.0011
H 0.396341 0.237374 -3.640626 -0.03 -0.02 0.01 0.0011
H 0.608767 -2.160285 -4.313227 -0.01 0.00 0.00 0.0000
H 0.512603 -4.549951 -3.607957 0.00 0.00 0.00 -0.0001
H 0.413681 -5.080754 -1.170672 0.00 0.00 0.00 0.0004
H 0.402860 -3.182934 0.460386 -0.01 0.00 0.01 0.0019
H -1.722786 -0.176754 -2.666186 -0.04 0.02 -0.02 0.0002
H -1.935133 1.564570 -2.595009 0.01 0.02 0.03 0.0003
H -4.169951 1.588681 -1.549026 0.00 0.01 0.00 0.0000
H -5.587320 1.003560 0.414301 0.00 0.00 0.00 0.0000
H -4.626479 -0.461446 2.198077 0.00 0.00 0.00 -0.0001
H -2.270480 -1.218284 1.964689 0.01 0.01 0.00 0.0007
H 2.217315 4.132183 -1.303918 0.00 0.00 0.00 0.0002
H 4.265233 4.065063 0.109397 0.00 0.00 0.00 0.0000
H 4.747473 2.004163 1.439373 0.00 0.01 0.00 0.0000
H 3.143869 0.099903 1.294082 -0.02 0.00 0.01 0.0008
N 0.880497 -1.911734 4.007255 -0.01 -0.02 0.02 0.0015
C 0.527062 -0.980447 3.106613 0.07 0.02 0.04 0.0015
O 0.690767 -1.233517 1.871787 -0.14 0.08 -0.04 0.0406
C -0.016886 0.253802 3.572553 -0.05 -0.01 -0.03 0.0131
C -0.292676 1.145206 2.536837 0.26 -0.13 -0.06 0.0238
N -0.390116 1.668150 1.504701 -0.30 0.44 0.09 0.0042
C -0.257780 0.503456 4.942681 -0.14 0.01 -0.10 0.0029
N -0.462175 0.628747 6.069880 0.08 0.00 0.04 -0.0002
H 0.798315 -1.738134 4.994994 -0.01 -0.01 0.00 0.0004
H 1.273697 -2.777818 3.686150 0.01 0.01 -0.01 -0.0012

66
Properties=species:S:1:pos:R:3:forces:R:3:nbo_charge:R:1 method="wB97M-V/def2-TZVPD" mol_weight_g_mol=518.80 max_force_ev_per_a=0.43 total_charge=0 e_tot_ha=-3187.788930
Sr 0.994216 0.850796 -1.065821 -0.19 -0.02 -0.39 1.7865
C 2.490843 -2.317418 3.477666 0.07 0.00 0.03 -0.5922
C 1.754338 -2.535846 2.158184 -0.01 0.00 -0.10 -0.4307
C 0.279543 -2.230478 2.235482 -0.05 -0.04 0.03 -0.0213
C -0.603600 -3.202254 2.698946 0.04 0.01 0.00 -0.1985
C -1.964983 -2.966548 2.756635 -0.04 0.00 0.01 -0.2158
C -2.468801 -1.750404 2.321578 0.00 0.00 -0.02 -0.2013
C -1.623333 -0.758606 1.844564 0.02 -0.06 0.00 -0.0380
C -2.192937 0.543359 1.343941 -0.03 -0.01 -0.11 -0.3994
C -2.138125 1.668880 2.373526 0.00 0.04 0.05 -0.6016
C -0.242934 -0.996873 1.837522 -0.06 0.00 -0.03 0.1182
N 0.617580 0.006745 1.324069 0.10 0.10 0.07 -0.6411
C 1.309468 0.707108 2.160428 0.03 0.10 0.00 0.1425
C 2.244869 1.725634 1.801739 -0.06 -0.17 0.28 0.0115
C 2.913474 2.569653 2.698307 0.01 0.00 0.01 -0.2675
C 3.724977 3.393140 1.922015 0.01 0.03 0.10 -0.3434
C 3.512450 2.994623 0.600395 0.05 -0.01 -0.17 -0.0610
N 2.622412 1.992149 0.507920 0.10 0.06 -0.02 -0.6742
H 3.537353 -2.611058 3.388038 0.01 -0.01 0.00 0.2116
H 2.041444 -2.905657 4.278868 -0.02 -0.01 0.00 0.2045
H 2.466831 -1.270257 3.780311 -0.01 0.01 0.01 0.2008
H 1.869293 -3.577413 1.848829 0.01 0.00 0.03 0.2156
H 2.215572 -1.929202 1.375222 -0.01 -0.02 0.04 0.2169
H -0.208530 -4.163562 3.006215 0.01 -0.02 0.00 0.2098
H -2.635898 -3.734300 3.118406 -0.01 -0.01 0.00 0.2135
H -3.537724 -1.571479 2.330920 -0.01 0.00 0.00 0.2075
H -3.228292 0.372147 1.037628 0.00 0.01 0.05 0.2107
H -1.666177 0.854925 0.433319 0.02 -0.01 0.05 0.1833
H -2.671845 1.384023 3.281410 -0.01 -0.01 -0.01 0.2113
H -2.595201 2.581290 1.986145 -0.01 0.01 0.00 0.2027
H -1.110108 1.899402 2.654305 0.01 0.00 -0.01 0.2092
H 1.185408 0.537323 3.234610 -0.03 0.04 -0.01 0.1784
H 2.811538 2.565639 3.772278 -0.01 0.00 0.03 0.2136
H 4.393850 4.166899 2.261623 0.01 0.01 0.00 0.2158
H 3.998403 3.384456 -0.285707 -0.01 0.00 0.00 0.1855
N 0.799610 3.574291 -1.541893 0.16 -0.11 -0.15 -0.8959
C -0.477687 4.294154 -1.483102 0.03 0.21 0.19 -0.2174
C -1.466622 3.898568 -2.566189 -0.11 0.02 -0.08 -0.4171
C -2.197481 2.583502 -2.347480 -0.07 -0.01 -0.07 -0.2136
N -1.286010 1.436742 -2.438679 0.04 -0.16 -0.18 -0.8994
H 1.384363 3.852631 -0.757740 0.04 -0.05 0.02 0.3945
H 1.313952 3.844903 -2.376423 -0.07 0.04 0.02 0.3646
H -0.325413 5.378604 -1.539829 0.01 -0.04 0.04 0.1816
H -0.911438 4.089949 -0.499169 -0.06 0.03 -0.04 0.1925
H -0.973222 3.888815 -3.546413 0.04 -0.01 0.04 0.1978
H -2.216472 4.691309 -2.624474 -0.02 -0.03 -0.02 0.2224
H -3.015684 2.505406 -3.072945 0.03 0.03 0.02 0.1818
H -2.656886 2.588268 -1.355416 0.03 -0.04 0.02 0.1894
H -0.850633 1.429539 -3.362224 0.02 0.00 0.14 0.3750
H -1.803213 0.561383 -2.414410 -0.03 0.05 0.08 0.3863
C -1.758380 -2.196508 -1.627508 0.02 0.13 0.02 -1.0944
Ge -0.101843 -2.491948 -2.699225 0.01 -0.13 0.11 1.5917
C 0.866430 -3.795775 -1.578139 0.01 0.02 -0.08 -1.0849
C -0.693039 -3.446541 -4.326255 0.06 0.09 0.00 -1.0874
C 1.030720 -0.957043 -2.996355 -0.04 0.02 -0.01 -1.5981
H -2.494655 -2.963301 -1.874456 0.01 -0.04 0.00 0.2282
H -2.263295 -1.232531 -1.740733 0.03 -0.02 -0.09 0.1856
H -1.519853 -2.300994 -0.566233 0.01 -0.01 0.03 0.2287
H 0.273487 -4.699066 -1.428256 -0.03 -0.02 0.00 0.2205
H 1.080597 -3.370547 -0.595699 0.00 0.04 0.00 0.2149
H 1.813338 -4.079996 -2.039485 0.01 0.00 0.00 0.2225
H -1.257582 -4.347056 -4.083543 -0.02 -0.04 0.03 0.2177
H 0.178293 -3.728746 -4.918802 0.00 -0.03 -0.01 0.2236
H -1.321449 -2.806891 -4.948235 -0.02 0.03 0.00 0.2164
H 0.740287 -0.478565 -3.945961 -0.08 0.01 0.01 0.1948
H 2.014403 -1.399390 -3.204241 0.06 0.02 0.03 0.2145